Here is a molecular structure, C20H30FeN2O2S2 from OMol25. Energies are from wB97M-V/def2-TZVPD.

The multiplicity is 5. Its energy above the lowest of the compared OMol25 structures with the same formula, charge and spin is 0.00 kcal/mol. As for the largest force on an atom: 0.0 eV/Å. The value obtained for the total energy is -3099.6937 a.u. Its gap between HOMO and LUMO (spin up / spin down) is 0.3615 / 0.3502 Ha. The total charge is +2.

Last column: Mulliken charge in e.
Cartesian coordinates (Å):
1 Fe 0.0695 -0.4143 -0.1877  1.031
2 S 2.5737 -1.0991 -2.4032  -0.100
3 S -1.3797 -3.3222 0.3511  -0.080
4 O 1.3397 -0.5438 -1.6732  0.155
5 O -1.2552 -1.7891 0.2435  -0.458
6 N -1.2097 1.1810 -0.8008  -0.506
7 N 1.1014 0.1828 1.5928  -0.598
8 C 1.8963 -0.4713 -6.8194  -0.531
9 C -1.4622 2.2406 0.2194  -0.513
10 C -0.0677 -3.4127 -2.1417  0.006
11 C -3.3269 -2.9265 -1.5697  -0.148
12 C -4.4598 -3.3326 -2.2541  -0.623
13 C 3.3720 -0.7548 -4.9450  -0.541
14 C 1.0610 2.5297 0.7301  -0.277
15 C 3.1814 -0.5828 -6.3084  -0.586
16 C -4.5624 -5.3472 -0.9287  -0.560
17 C -2.8268 -3.7475 -0.5681  0.669
18 C 2.4808 -2.9009 -2.2853  -0.768
19 C 1.2694 -3.6261 -2.8604  -1.126
20 C -3.4375 -4.9459 -0.2229  -0.553
21 C -5.0694 -4.5423 -1.9385  -0.521
22 C 1.0144 1.6304 1.9671  -0.626
23 C -0.2779 3.1798 0.3704  -0.922
24 C -0.0607 -3.9454 -0.7145  -0.744
25 C 0.7914 -0.5314 -5.9770  -0.664
26 C 2.2573 -0.8354 -4.1210  0.794
27 C 0.9650 -0.7189 -4.6159  -0.235
28 H -5.9552 -4.8514 -2.4765  0.411
29 H -1.6980 1.7355 1.1577  0.345
30 H 1.5160 -4.6912 -2.8556  0.458
31 H 0.8459 -3.6836 -0.1618  0.310
32 H -0.8613 1.6215 -1.6508  0.275
33 H -0.2053 -0.4320 -6.3850  0.429
34 H 1.8234 1.8694 2.6561  0.356
35 H -0.3235 -2.3520 -2.1468  -0.234
36 H 4.0370 -0.5193 -6.9662  0.428
37 H -0.1573 3.7573 -0.5501  0.395
38 H 0.8288 -0.3801 2.3959  0.288
39 H -2.3430 2.8204 -0.0584  0.412
40 H -0.5407 3.9051 1.1433  0.345
41 H 1.1543 -3.3530 -3.9102  0.456
42 H 2.6532 -3.1067 -1.2260  0.449
43 H -2.8489 -1.9824 -1.7940  0.259
44 H 0.0828 1.7669 2.5153  0.428
45 H 1.7879 3.3264 0.8855  0.359
46 H -4.8740 -2.7060 -3.0321  0.419
47 H -5.0516 -6.2774 -0.6754  0.417
48 H -3.0525 -5.5518 0.5888  0.434
49 H -0.8478 -3.9238 -2.7060  0.553
50 H -2.1037 0.7701 -1.0604  0.300
51 H 2.0846 -0.0379 1.4463  0.255
52 H 1.4513 1.9537 -0.1185  0.174
53 H 0.1150 -0.7600 -3.9473  0.275
54 H -0.1534 -5.0335 -0.6760  0.587
55 H 4.3726 -0.8142 -4.5334  0.448
56 H 1.7527 -0.3253 -7.8813  0.416
57 H 3.3915 -3.2125 -2.8056  0.581

Force components x, y, z for each atom (eV/Å):
Fe 0.005 0.012 -0.022
S 0.011 -0.007 -0.010
S 0.000 0.003 -0.003
O -0.012 0.006 0.011
O -0.017 -0.005 0.006
N 0.004 -0.004 0.008
N -0.005 -0.009 -0.014
C 0.003 0.001 0.003
C -0.012 -0.009 0.001
C 0.013 -0.011 0.011
C 0.004 0.002 0.000
C -0.004 -0.002 -0.001
C 0.003 -0.002 0.003
C -0.006 -0.010 -0.007
C -0.002 -0.001 -0.003
C -0.001 0.000 0.001
C 0.001 -0.004 -0.001
C -0.003 -0.012 -0.004
C -0.004 0.010 0.000
C 0.007 -0.002 0.002
C 0.002 0.004 0.000
C 0.009 0.016 0.004
C 0.001 -0.004 -0.001
C -0.012 0.003 -0.014
C 0.000 -0.002 -0.002
C 0.000 -0.001 0.003
C -0.003 0.002 0.002
H 0.000 -0.001 0.000
H 0.007 0.003 0.004
H 0.003 0.001 0.001
H 0.001 0.000 0.002
H 0.003 0.001 0.002
H 0.000 0.000 0.000
H 0.003 -0.006 -0.002
H 0.001 0.002 -0.001
H 0.000 0.000 0.000
H 0.004 0.004 0.001
H 0.001 -0.002 0.001
H 0.002 0.001 -0.002
H -0.002 0.002 0.000
H -0.004 0.001 0.001
H -0.001 0.005 0.002
H 0.000 0.000 -0.001
H -0.002 0.002 -0.001
H -0.004 0.005 0.003
H 0.000 0.001 0.000
H 0.000 0.000 0.001
H -0.001 0.000 0.000
H -0.001 0.002 -0.001
H 0.003 -0.005 -0.002
H 0.003 0.002 0.013
H 0.003 -0.001 0.002
H -0.001 0.002 -0.001
H 0.000 0.000 0.003
H -0.001 0.001 0.001
H -0.001 0.000 0.000
H 0.001 0.002 0.000

Here is a molecular structure, C20H30N3O2ReS3Sb at a distorted geometry from OMol25. Energies are from wB97M-V/def2-TZVPD.

The multiplicity is 2. As for the largest force on an atom: 1.1 eV/Å. The value obtained for the total energy is -2607.3246 a.u. Its gap between HOMO and LUMO (spin up / spin down) is 0.1821 / 0.1924 Ha. The total charge is +2.

Last column: Mulliken charge in e.
Cartesian coordinates (Å):
1 Re -0.3577 -0.3772 1.4205  0.562
2 Sb 1.2772 -1.4215 -0.4892  -0.044
3 S 1.7734 -2.7323 4.7538  -0.201
4 S -0.1276 4.2334 1.3244  0.032
5 S 1.9601 2.2075 1.7071  0.050
6 O -2.1012 -0.1238 0.6965  -0.376
7 O -4.1689 3.5545 1.4578  -0.606
8 N 0.6759 -1.2324 2.7235  -0.454
9 N -0.5790 1.6321 1.2674  0.158
10 N -1.8921 2.0905 1.1263  -0.766
11 C 3.3073 -1.7341 0.1341  0.431
12 C 3.9046 -0.5964 0.9440  -1.300
13 C 0.8061 -4.1341 -1.8132  -1.387
14 C 4.1634 -2.0974 -1.0788  -1.368
15 C -4.1062 1.2345 0.7154  -0.096
16 C 1.1585 -1.9046 3.6418  0.947
17 C 1.5135 4.8536 1.7938  -0.589
18 C 1.0061 -0.3921 -2.3415  0.388
19 C -6.2179 0.1774 0.1782  -0.868
20 C -4.8553 0.1154 0.2820  -0.432
21 C -2.6798 1.1143 0.8358  1.416
22 C 0.3960 -3.3715 -0.5546  0.367
23 C -4.7755 2.4264 1.0417  0.451
24 C 1.2430 1.1006 -2.1246  -1.263
25 C -1.1181 -3.2572 -0.4032  -1.372
26 C 2.5583 3.8734 1.3006  -0.657
27 C -6.1614 2.4721 0.9452  -0.706
28 C 0.3141 2.5873 1.4168  0.215
29 C 1.8539 -0.9789 -3.4685  -1.431
30 C -6.8665 1.3704 0.5185  -0.339
31 H 0.8171 -3.8553 0.3308  0.392
32 H 3.7409 -2.8944 -1.6908  0.281
33 H 1.5425 4.9695 2.8759  0.351
34 H 4.8815 -0.9109 1.3198  0.483
35 H 1.6341 5.8302 1.3268  0.433
36 H 2.9074 -0.7432 -3.3436  0.306
37 H 3.2953 -0.3173 1.8032  0.205
38 H 4.3441 -1.2310 -1.7120  0.327
39 H -1.5670 -4.2501 -0.4798  0.500
40 H 2.2805 1.3083 -1.8507  0.322
41 H 2.7144 3.9348 0.2252  0.309
42 H 0.3937 -3.6726 -2.7115  0.331
43 H -3.2065 3.4210 1.4763  0.426
44 H -6.6582 3.3962 1.2070  0.463
45 H 1.8870 -4.2162 -1.9302  0.305
46 H 4.0632 0.2887 0.3245  0.284
47 H 0.5914 1.5210 -1.3566  0.192
48 H -4.3328 -0.7970 0.0293  0.441
49 H 3.5076 4.0058 1.8167  0.440
50 H -1.5722 -2.6334 -1.1759  0.302
51 H -6.7854 -0.6782 -0.1579  0.447
52 H 3.1748 -2.6152 0.7686  0.403
53 H 5.1361 -2.4441 -0.7216  0.465
54 H 1.0401 1.6332 -3.0567  0.466
55 H 0.4092 -5.1503 -1.7625  0.468
56 H 1.5316 -0.5293 -4.4104  0.472
57 H -7.9447 1.4330 0.4451  0.403
58 H -0.0532 -0.5770 -2.5370  0.443
59 H 1.7492 -2.0571 -3.5737  0.304
60 H -1.4259 -2.8587 0.5703  0.276

Force components x, y, z for each atom (eV/Å):
Re 0.292 -0.329 -0.299
Sb -0.508 0.362 0.310
S 0.253 -0.322 0.458
S -0.063 0.142 -0.059
S 0.090 -0.133 0.034
O -0.031 0.209 0.140
O 0.142 -0.318 -0.100
N -0.021 -0.115 0.386
N -0.119 -0.052 0.079
N 0.484 0.158 0.161
C 0.026 -0.042 -0.036
C 0.100 -0.010 0.020
C -0.094 -0.079 0.030
C 0.097 -0.052 0.122
C -0.013 -0.407 -0.234
C -0.500 0.638 -0.790
C 0.048 0.034 -0.009
C 0.034 0.021 -0.015
C -0.003 0.057 0.019
C 0.129 0.054 0.035
C -0.017 -0.478 0.030
C 0.076 -0.041 -0.099
C 0.079 0.365 0.089
C 0.008 0.030 -0.143
C -0.045 -0.082 -0.027
C 0.017 0.061 0.055
C -0.211 -0.022 -0.033
C -0.022 0.082 -0.094
C -0.114 0.122 -0.079
C -0.104 0.046 0.005
H 0.010 -0.062 -0.016
H -0.017 0.015 0.011
H -0.017 -0.004 0.012
H -0.006 0.012 -0.031
H 0.007 0.001 0.008
H 0.065 0.013 0.019
H -0.004 -0.056 -0.024
H -0.004 0.045 -0.019
H 0.001 0.018 -0.006
H -0.007 -0.029 -0.009
H -0.021 0.017 -0.012
H -0.013 0.001 0.005
H -0.089 0.070 0.022
H -0.005 -0.012 -0.001
H -0.010 0.011 0.019
H -0.022 -0.005 0.022
H -0.022 -0.026 0.012
H 0.017 0.014 0.017
H 0.015 0.023 -0.021
H 0.021 -0.003 -0.022
H 0.006 0.003 0.004
H 0.036 -0.010 0.027
H -0.014 -0.002 -0.018
H 0.010 -0.006 0.021
H 0.002 0.011 -0.003
H 0.013 -0.001 0.007
H 0.017 -0.005 0.002
H -0.022 0.037 -0.059
H -0.003 -0.009 0.021
H 0.043 0.037 0.057

Here is a single C20H30N4O2 molecule from OMol25. Energies are from wB97M-V/def2-TZVPD.

The multiplicity is 1. Its energy above the lowest of the compared OMol25 structures with the same formula, charge and spin is 88.44 kcal/mol. As for the largest force on an atom: 0.9 eV/Å. The value obtained for the total energy is -1149.5700 a.u. Its gap between HOMO and LUMO is 0.3088 Ha. The total charge is 0. The SMILES is CCCCc1nc2cc(/C=C/C(=O)NO)ccc2n1CCN(CC)CC.

Last column: Mulliken charge in e.
Cartesian coordinates (Å):
1 O -5.0090 6.4305 -1.9735  -0.463
2 O -5.9811 4.0674 -1.6676  -0.717
3 N -4.1881 5.3833 -1.5397  -0.044
4 N 1.4819 1.2894 1.3051  -0.855
5 N 0.9133 -0.8371 0.9284  0.326
6 N 1.5382 -4.1034 -0.8535  0.222
7 C 1.8485 0.0453 1.4174  0.437
8 C 0.2475 1.2706 0.7122  0.132
9 C -4.7724 4.1560 -1.4849  0.092
10 C -0.1264 -0.0724 0.4658  0.761
11 C -0.5999 2.3097 0.3660  -0.924
12 C 0.9876 -2.2675 0.8309  -0.654
13 C -1.8243 2.0061 -0.2266  1.291
14 C 5.7833 -2.0539 2.3389  -1.026
15 C 3.1466 -0.3607 2.0172  -0.791
16 C 3.2028 -4.9510 0.8823  -0.849
17 C -0.8087 -4.6772 -1.3569  -1.289
18 C -1.3471 -0.3836 -0.1161  -0.800
19 C 5.6169 -0.7715 1.5317  -0.665
20 C 1.3435 -2.6981 -0.6162  -1.075
21 C 4.2159 -0.6061 0.9436  0.086
22 C -3.9100 3.0217 -1.1505  -0.274
23 C -2.6957 3.1063 -0.5908  -0.015
24 C 2.8498 -4.6477 -0.5803  -0.645
25 C 0.4301 -4.9762 -0.5175  -0.423
26 C -2.1765 0.6605 -0.4545  -1.167
27 H -0.5390 -4.6257 -2.4081  0.336
28 H 3.0151 -1.2504 2.6360  0.255
29 H 3.9642 -1.4968 0.3640  -0.231
30 H 4.1492 -5.4852 0.9195  0.420
31 H 1.7354 -2.6331 1.5345  -0.061
32 H 5.8447 0.0893 2.1635  0.372
33 H 3.3074 -4.0413 1.4674  0.004
34 H -4.3766 2.0696 -1.3542  0.347
35 H 2.9273 -5.5799 -1.1505  0.435
36 H -2.2938 4.0840 -0.3542  0.411
37 H -3.2185 5.5573 -1.7447  0.236
38 H -5.8884 5.9917 -2.0303  0.369
39 H 6.3365 -0.7779 0.7099  0.340
40 H 6.8086 -2.1471 2.6889  0.410
41 H 5.1311 -2.0584 3.2088  0.288
42 H 5.5541 -2.9234 1.7259  0.181
43 H 2.4405 -5.5762 1.3404  0.336
44 H 2.2569 -2.1783 -0.9172  0.354
45 H -1.5415 -5.4684 -1.2205  0.460
46 H -3.1284 0.4372 -0.9084  0.309
47 H 3.5870 -3.9521 -0.9913  0.360
48 H 3.4719 0.4615 2.6559  0.477
49 H -1.2706 -3.7367 -1.0697  0.140
50 H 0.7566 -5.9962 -0.7355  0.575
51 H -1.6466 -1.4054 -0.2965  0.349
52 H 0.0150 -2.6830 1.1110  0.420
53 H 4.2148 0.2488 0.2641  0.380
54 H 0.1631 -4.9369 0.5519  0.281
55 H -0.3095 3.3306 0.5583  0.395
56 H 0.5431 -2.3462 -1.2746  0.383

Force components x, y, z for each atom (eV/Å):
O 0.021 -0.177 0.082
O -0.061 -0.126 -0.053
N -0.353 0.284 -0.006
N 0.422 0.351 0.221
N -0.022 0.302 0.074
N -0.034 -0.082 -0.008
C -0.030 0.107 0.191
C -0.221 -0.833 -0.196
C 0.114 0.605 0.030
C -0.125 0.843 -0.011
C -0.235 -0.152 -0.116
C 0.154 -0.500 -0.361
C 0.473 -0.328 0.189
C 0.061 0.245 -0.072
C 0.130 -0.163 -0.221
C -0.090 0.084 -0.311
C 0.200 -0.115 0.208
C -0.030 -0.200 -0.005
C -0.126 -0.204 -0.107
C -0.064 0.079 0.109
C 0.184 0.136 0.223
C 0.397 -0.317 0.214
C -0.663 0.274 -0.299
C 0.126 -0.089 0.129
C -0.112 0.074 -0.167
C -0.014 0.115 0.004
H 0.006 0.015 -0.120
H 0.032 0.017 0.082
H -0.028 -0.036 -0.107
H 0.110 -0.059 0.077
H -0.111 0.017 0.002
H 0.052 0.082 -0.041
H 0.030 0.086 0.120
H -0.019 -0.085 -0.032
H 0.084 0.062 0.000
H -0.013 0.131 0.035
H -0.138 -0.105 -0.136
H 0.350 -0.052 0.029
H 0.036 0.084 0.033
H 0.066 -0.083 0.080
H -0.062 -0.084 0.116
H -0.037 -0.136 -0.030
H -0.059 -0.083 0.106
H -0.081 0.050 0.001
H -0.134 -0.022 0.011
H -0.101 -0.049 -0.052
H 0.016 -0.068 -0.048
H -0.076 -0.046 0.030
H -0.112 0.131 0.002
H -0.008 0.000 0.100
H -0.048 -0.102 -0.048
H 0.100 -0.005 0.093
H -0.068 -0.041 -0.058
H 0.033 -0.118 -0.045
H 0.023 0.156 0.017
H 0.056 0.131 0.040